Below is a molecular structure, C27H47ClCrN2O2Si2, with properties calculated with ωB97M-V/def2-TZVPD.

Calculated values
net charge	-1
expectation value of S²	3.812
Kohn-Sham gap (alpha / beta)	4.433 / 4.422	eV
spin multiplicity	4

Cartesian coordinates (Å):
1 H -2.5062 1.4646 2.5813
2 H -2.5602 0.5809 1.0221
3 O 1.8730 -3.6151 -1.2720
4 Si 0.1202 0.0893 5.1807
5 H -1.9937 -0.5635 3.9550
6 C -0.6722 -1.6596 -3.6938
7 H 5.1475 0.3802 4.4296
8 H 4.1817 2.5316 6.0505
9 H 0.3194 3.7200 1.3723
10 H -0.5336 -3.7642 -3.2128
11 C -1.8419 -0.9030 -3.8933
12 H 0.3128 2.3353 2.5074
13 C -1.9177 0.4780 -3.5643
14 H 2.4174 3.2651 2.4533
15 H 2.0516 -0.4744 6.7229
16 H 1.3301 -3.1080 2.6826
17 C 1.5296 -2.3466 -1.4528
18 H -0.7928 -3.9571 1.3892
19 H -1.7958 1.6294 5.6526
20 C 3.1409 2.1816 5.9283
21 C 0.1487 0.1669 -2.4197
22 C -0.3165 3.0385 1.9495
23 C -1.9084 1.1222 1.7193
24 H -2.2607 4.3129 0.9898
25 H -0.8862 3.6236 2.6815
26 C -1.1205 2.6243 -1.2251
27 H -1.0083 -3.4126 -0.3005
28 C 0.8175 -2.7199 0.6377
29 C 1.6999 -1.7551 -2.8155
30 H -1.1276 0.4444 2.0949
31 C -0.7199 2.4992 -2.6251
32 H 4.4540 0.0405 2.8228
33 H 2.3291 -1.8579 1.8952
34 H 0.3363 2.8510 -2.7021
35 N -0.6415 1.8662 -0.2368
36 H -1.2666 -2.2637 1.0479
37 C -1.2799 2.3212 1.0268
38 C -0.6553 -3.1097 0.6998
39 Si 2.9344 1.5043 4.1780
40 C -0.7603 1.5321 6.0176
41 C 3.3007 2.9541 3.0229
42 H 1.1839 0.4165 2.8252
43 C -0.6060 -3.0988 -4.0924
44 H -1.3607 3.1368 -3.2501
45 Cl 2.4665 0.8890 0.4906
46 H 2.6316 -3.9592 0.6235
47 O -2.0806 3.4680 -0.8819
48 H -2.9111 2.1130 -4.5048
49 H -3.5636 1.6963 -2.9040
50 C 1.6465 -3.8994 0.1408
51 H 1.5462 0.9231 -1.4913
52 C 1.3173 -2.2573 1.9882
53 H 1.1554 -4.8831 0.1978
54 C -3.1379 1.2756 -3.8309
55 H -0.8187 -1.8975 3.9107
56 H -1.7142 -1.5529 5.3936
57 Cr 0.5943 0.3054 -0.6092
58 C -2.3392 3.3152 0.5463
59 H 3.6439 3.8173 3.6108
60 H 0.2767 -3.2816 -4.7234
61 C 1.2525 0.7612 3.8634
62 H 2.5312 -1.0140 -2.7404
63 H -0.8037 1.3812 7.1077
64 C 1.0688 -0.8996 6.4827
65 N 1.0058 -1.7167 -0.4493
66 H -3.8882 0.6328 -4.2944
67 H -3.3681 2.9570 0.6529
68 H 2.9458 1.4454 6.7214
69 C -0.8375 1.0515 -2.9212
70 H 1.2259 -1.9340 6.1439
71 H 0.6749 -1.4837 2.4161
72 H 0.4811 -0.9391 7.4140
73 C 0.3833 -1.0720 -3.0398
74 H -0.2414 2.4835 5.8217
75 H -1.5122 -3.3501 -4.6425
76 C -1.2168 -1.0841 4.5312
77 H 2.4814 3.0470 6.1048
78 H -2.6899 -1.3633 -4.3636
79 H 4.0919 2.7039 2.3036
80 C 4.2158 0.1447 3.8911
81 H 1.9412 -2.5260 -3.5363
82 H 3.8479 -0.8253 4.2544

***

Below is 2 unconnected molecules or ions with the total composition C26H21BN5O10, with properties calculated with ωB97M-V/def2-TZVPD.

Calculated values
net charge	-1
Kohn-Sham gap	3.329	eV
energy relative to the best compared isomer or geometry (same formula, charge and spin)	0.8263	eV
spin multiplicity	1

Cartesian coordinates (Å):
1 O -2.5039 1.3221 1.8079
2 C -1.5726 -1.1827 3.2951
3 O 3.9276 -1.4131 -3.9532
4 H -4.6689 3.0961 -0.1235
5 H -3.9140 3.7237 1.3470
6 O 1.1789 0.1687 3.9976
7 H 3.8944 -1.1801 -0.2509
8 N 0.0789 2.4675 -3.9631
9 C -1.6708 0.4003 -0.0565
10 C 2.5280 -0.0600 -5.2028
11 C 0.2681 0.6453 3.1076
12 O 0.2374 2.3522 -2.7410
13 H 3.3290 2.1459 5.7405
14 H 3.4961 -2.7121 -1.0367
15 H -0.2977 -3.3604 2.0493
16 C -1.6346 -1.1398 4.6635
17 N 3.2399 -0.8690 -7.1753
18 C -4.2718 2.8211 0.8528
19 O 3.9288 -1.5214 -6.2555
20 H -3.0083 1.5042 -1.4300
21 N 3.4985 -1.0324 -5.0727
22 C 0.7056 1.7349 -6.2722
23 C -1.5953 0.4409 1.3112
24 C 1.8455 1.2544 4.4943
25 B -0.6553 -0.3586 2.3021
26 O 0.0833 2.2750 -8.3048
27 C -3.1779 1.8351 0.7346
28 H -4.5604 -3.9083 4.7776
29 O -0.7283 3.2665 -4.4553
30 C -4.1876 -3.6247 3.7941
31 H 3.7630 0.5676 5.0747
32 H 2.8126 -1.1997 -1.6399
33 N 1.0277 1.3163 -8.3482
34 O -2.4660 -2.0865 2.8109
35 C 3.0993 -1.7423 -0.7402
36 C 2.9435 1.1613 5.4788
37 C 1.3990 -3.0590 0.6469
38 H -5.0845 2.4118 1.4522
39 C 1.7668 0.7483 -4.3300
40 C 0.3507 -2.7053 1.4904
41 H 1.7341 -4.0557 0.4144
42 O 1.2487 -0.8204 0.6759
43 H -0.2871 2.6422 2.4302
44 H 1.8889 0.6715 -3.2611
45 C -2.6773 1.2854 -0.4288
46 C 1.4600 0.9332 -7.1093
47 C 0.3311 2.0130 3.0497
48 C -2.6157 -2.0473 5.0492
49 N -0.0983 2.5162 -7.0217
50 C 0.8608 1.6413 -4.8431
51 H -5.0210 -3.2365 3.2094
52 H -3.8166 -4.5190 3.2948
53 C 1.9421 -1.8835 0.1676
54 C -3.1161 -2.6120 3.8932
55 H 1.6592 3.4123 4.1334
56 H -1.0555 -0.2061 -0.7008
57 H -2.9304 -2.2719 6.0545
58 C 0.2949 -1.3359 1.4969
59 O 1.4851 0.8059 -9.4122
60 C 2.4048 0.0010 -6.5858
61 H 2.5946 0.6739 6.3883
62 H -1.0254 -0.5173 5.2985
63 C 1.3345 2.4058 3.9295

***

Below is a gas-phase ion, C4H10N2O (charge +1), with properties calculated with ωB97M-V/def2-TZVPD.

Calculated values
net charge	+1
expectation value of S²	0.755
Kohn-Sham gap (alpha / beta)	10.087 / 5.417	eV
energy relative to the best compared isomer or geometry (same formula, charge and spin)	2.8058	eV
spin multiplicity	2

Cartesian coordinates (Å):
1 O -2.0959 -0.9303 0.5485
2 C -1.1619 -0.1469 0.4781
3 H 0.8801 0.2385 0.4635
4 H -2.1825 1.4017 1.2906
5 C 0.2577 -0.6394 0.7460
6 C -1.2887 2.2549 -0.3440
7 N 0.5669 -1.6805 -0.2126
8 N -1.3537 1.2742 0.7914
9 H 0.4376 -0.9432 1.7614
10 H -0.1744 2.4584 -0.5622
11 H 0.3733 -2.6806 0.0004
12 C 1.9582 -1.5381 -0.7479
13 H -1.7964 2.1164 -1.2555
14 H -1.6021 3.1790 -0.0026
15 H 2.3721 -0.5929 -1.1808
16 H 2.6987 -1.8509 -0.0431
17 H 2.1110 -1.9200 -1.7313

***

Below is a molecular structure, C3H2O4Y, with properties calculated with ωB97M-V/def2-TZVPD.

Calculated values
net charge	+1
Kohn-Sham gap	5.641	eV
energy relative to the best compared isomer or geometry (same formula, charge and spin)	0.0000	eV
spin multiplicity	1

Cartesian coordinates (Å):
1 O 4.2828 0.3113 -0.2885
2 O 2.0430 -0.1382 0.0730
3 C 3.1665 0.1099 -0.1230
4 H -4.0466 -1.1688 -0.2309
5 H -3.8336 1.3120 -0.2341
6 C -3.0699 -0.6831 -0.1073
7 C -2.9546 0.6672 -0.1069
8 O -1.9813 -1.4742 0.0494
9 Y -0.3225 -0.2404 0.3657
10 O -1.7513 1.2626 0.0824

***

Below is 2 unconnected molecules or ions with the total composition CHClFI, with properties calculated with ωB97M-V/def2-TZVPD.

Calculated values
Kohn-Sham gap (alpha / beta)	8.290 / 9.240	eV
energy relative to the best compared isomer or geometry (same formula, charge and spin)	4.2457	eV
spin multiplicity	1

Cartesian coordinates (Å):
1 F 0.6792 0.1474 -1.2444
2 I -1.8658 -1.1248 -0.1862
3 Cl 1.1344 -0.8470 1.0897
4 C -0.0053 -0.1708 -0.0932
5 H 0.0575 1.9953 0.4341

***

Below is 2 unconnected molecules or ions with the total composition C3H10NS2, with properties calculated with ωB97M-V/def2-TZVPD.

Calculated values
net charge	+1
Kohn-Sham gap	8.981	eV
energy relative to the best compared isomer or geometry (same formula, charge and spin)	3.6733	eV
spin multiplicity	1

Cartesian coordinates (Å):
1 N -1.3449 0.4062 -0.7433
2 H 2.2030 0.9067 -2.1795
3 H -0.0447 0.0684 1.8418
4 C -0.7326 -0.8087 -0.0747
5 H 2.7175 -0.2111 -0.1581
6 H -0.4936 0.8263 -1.3269
7 H -2.1736 0.2309 -1.2031
8 H -2.5967 -0.7477 1.4412
9 H 0.7553 -1.3034 1.4845
10 C 2.0348 0.5559 0.1735
11 H 2.0455 1.3145 0.9619
12 H -1.5082 1.1135 0.0220
13 H -0.3136 -1.4734 -0.7099
14 C 0.2037 -0.4968 1.0121
15 S -2.1430 -1.8022 0.6995
16 S 1.3913 1.4207 -1.2408

***

Below is a molecular structure, C18H20BrF3FeIN4OS, with properties calculated with ωB97M-V/def2-TZVPD.

Calculated values
expectation value of S²	0.986
Kohn-Sham gap (alpha / beta)	7.635 / 7.632	eV
energy relative to the best compared isomer or geometry (same formula, charge and spin)	0.9444	eV
spin multiplicity	2

Cartesian coordinates (Å):
1 C -2.4744 -4.6546 3.0118
2 H 0.6149 -4.5084 1.9956
3 C -3.0783 3.1409 -0.5519
4 Br 5.7177 3.3881 0.1526
5 F -0.4505 -1.5398 -1.9890
6 C 3.5579 1.3642 -2.7876
7 C -3.3447 1.8609 -0.1007
8 H -3.7760 -2.0204 1.0180
9 N -1.5006 -2.3131 1.1878
10 H -3.8697 3.8753 -0.6304
11 H -4.2953 -0.4639 1.6789
12 H -1.0688 -6.0044 2.1064
13 H -3.2780 -5.3933 3.0177
14 H 3.9801 1.2164 -4.8778
15 S 1.2050 -2.1115 1.1733
16 C 0.5466 -0.7512 -1.5432
17 H -2.0016 -4.6452 3.9950
18 O 0.5719 0.8424 1.8747
19 N -1.4194 -1.0713 0.6810
20 N -0.3042 -4.1092 1.9159
21 C -2.4981 -0.4134 0.5122
22 H -4.5288 -0.8137 -0.0403
23 H -4.3432 1.5660 0.1915
24 H -2.9007 -3.6712 2.8237
25 H -1.5317 4.4561 -1.2775
26 C -0.8081 2.5031 -0.7620
27 C -0.3334 -2.8618 1.4185
28 H -0.9678 2.1835 2.2347
29 C 3.9585 1.8895 -1.5662
30 H 0.3527 2.1660 3.4171
31 H -0.8261 0.8455 3.3906
32 C -1.7823 3.4758 -0.8986
33 H -1.9369 -4.9889 0.9516
34 Fe 0.4844 -0.0633 0.3131
35 H 2.6722 0.7435 -2.8410
36 F 0.5628 0.3305 -2.4224
37 C 5.0973 2.6774 -1.4868
38 C 5.4209 2.4401 -3.8558
39 F 1.7009 -1.4098 -1.8488
40 H 0.2220 2.7076 -1.0230
41 C -0.2491 1.5339 2.7588
42 N -1.0692 1.2761 -0.3169
43 I 2.7858 1.4964 0.1264
44 C -1.4578 -5.0018 1.9323
45 C 4.2931 1.6355 -3.9304
46 H 6.7014 3.5870 -2.5610
47 C -2.3096 0.9444 0.0060
48 H 5.9930 2.6647 -4.7466
49 C 5.8236 2.9600 -2.6358
50 C -3.8579 -0.9605 0.8087

***

Number 1: electronic energy -3400.65772 hartree. Number 2: electronic energy -2053.98218 hartree. Number 3: electronic energy -342.76544 hartree. Number 4: electronic energy -454.59808 hartree. Number 5: electronic energy -896.28346 hartree. Number 6: electronic energy -971.05955 hartree. Number 7: electronic energy -5825.34587 hartree.